Molecular formula: C32H41N5NiO10P2S3
Method: DFT, ωB97M-V/def2-TZVPD

Values from the calculation:
ΔE to the lowest compared entry with this formula, charge and spin, eV: 1.151
2S+1: 3
LUMO (spin up / spin down), eV: -1.6 / -1.6
Gap between HOMO and LUMO (spin up / spin down), Eh: 0.1858 / 0.1828
HOMO (spin up / spin down), eV: -6.6 / -6.6

XYZ file:
```
94
Properties=species:S:1:pos:R:3:forces:R:3
Ni -0.23956 1.97460 0.63784 0.0 0.0 0.0
S -0.94983 -1.27784 -1.63978 -0.1 -0.1 -0.1
C 0.38558 -1.83617 -0.85377 0.1 0.2 0.7
N 1.36479 -2.54078 -1.42081 0.1 -0.1 -0.3
C 2.50047 -3.05443 -0.66471 -0.1 -0.1 0.0
C 2.03199 -3.47178 0.70148 0.0 0.2 0.0
N 1.40475 -2.31453 1.33662 0.1 -0.2 0.2
C 1.63204 -2.14969 2.78639 0.0 0.0 -0.1
C 0.74966 -3.05811 3.60536 0.0 0.1 0.1
C 1.05524 -4.40636 3.76678 0.0 0.0 0.0
C 0.22144 -5.23230 4.50422 0.0 0.0 0.0
C -0.92091 -4.71263 5.09567 0.0 0.0 0.0
C -1.22224 -3.36667 4.95530 0.0 0.0 0.0
C -0.38978 -2.54109 4.21370 0.0 0.0 0.0
C 0.54325 -1.55988 0.67109 -0.2 0.0 -0.7
S -0.40615 -0.42472 1.41966 0.2 0.1 0.3
C 1.33993 -2.93019 -2.83384 0.1 0.1 0.0
C 1.03373 -4.39934 -2.98637 0.0 0.0 -0.1
C 1.91830 -5.24085 -3.64602 0.0 0.0 0.0
C 1.63435 -6.59400 -3.78195 0.0 0.0 0.0
C 0.46418 -7.11005 -3.25148 0.0 0.0 0.0
C -0.42395 -6.27283 -2.58683 0.0 0.0 0.0
C -0.14335 -4.92360 -2.45611 0.0 0.0 0.0
H 3.28348 -2.29262 -0.59534 0.0 0.0 0.0
H 2.89704 -3.91314 -1.20627 0.0 0.0 0.0
H 2.87155 -3.78102 1.31998 0.0 0.0 0.0
H 1.32262 -4.30242 0.64583 0.0 0.0 0.0
H 1.43007 -1.10717 3.02658 0.1 0.0 0.0
H 2.69121 -2.35408 2.95191 0.0 -0.1 0.0
H 1.95948 -4.81676 3.33230 0.0 0.0 0.0
H 0.46829 -6.27861 4.62573 0.0 0.0 0.0
H -1.57127 -5.35470 5.67439 0.0 0.0 0.0
H -2.10655 -2.95339 5.42089 0.0 0.0 0.0
H -0.62755 -1.49226 4.09714 0.0 0.0 0.0
H 2.32598 -2.70986 -3.25171 0.0 0.0 0.0
H 0.60176 -2.30742 -3.33553 0.0 -0.1 0.0
H 2.83587 -4.83808 -4.05916 0.0 0.0 0.0
H 2.32949 -7.24160 -4.29877 0.0 0.0 0.0
H 0.24034 -8.16307 -3.35448 0.0 0.0 0.0
H -1.34137 -6.67184 -2.17602 0.0 0.0 0.0
H -0.84227 -4.26999 -1.94875 0.0 0.0 0.0
C 2.65937 4.93496 2.47818 0.0 -0.1 0.0
C 1.51767 4.05049 2.00591 0.1 0.1 0.0
O 1.95293 3.00879 1.10685 -0.1 0.0 -0.1
P 0.13908 4.96666 1.20998 -0.1 -0.3 0.3
O -0.73252 5.59249 2.33539 0.0 0.2 -0.1
O 0.79145 6.21191 0.46936 0.0 0.1 -0.2
O -0.53295 4.04091 0.24984 0.3 0.1 -0.1
P 0.65920 3.14187 3.37452 0.0 0.0 -0.1
O 1.76507 2.17248 4.00539 0.1 0.1 0.1
O 0.18535 4.16325 4.34551 0.0 0.1 0.0
O -0.31433 2.29975 2.60362 -0.3 -0.3 0.0
H 3.01237 5.60231 1.69151 0.0 0.0 0.0
H 3.48522 4.29918 2.79974 0.0 0.0 0.0
H 2.33347 5.53962 3.32445 0.0 0.0 0.0
H 2.19097 3.39241 0.25374 0.1 0.0 0.0
H -0.59323 5.18649 3.24840 0.0 -0.1 0.0
H 0.26155 7.01913 0.49911 0.0 0.0 0.1
H 2.10870 2.53156 4.83402 -0.1 0.0 0.0
N 0.65276 1.57980 -1.17936 0.1 0.4 0.0
C 1.02587 1.66589 -2.27049 0.0 -0.2 0.2
N 1.46021 1.69859 -3.49575 0.0 0.0 -0.1
C 2.28105 2.80711 -3.99749 0.0 -0.1 0.0
C 1.60028 3.44572 -5.19772 0.0 0.0 0.0
C 1.29018 2.39133 -6.25634 0.0 0.0 0.0
C 0.41367 1.28665 -5.67293 0.0 -0.1 0.0
C 1.07188 0.65409 -4.45674 0.1 0.0 0.1
H 3.25496 2.39342 -4.28116 0.0 0.1 0.0
H 2.43864 3.51458 -3.18494 0.0 0.0 0.0
H 2.24027 4.23294 -5.59895 0.0 0.0 0.0
H 0.67154 3.91675 -4.86400 0.0 0.0 0.0
H 2.22722 1.95702 -6.62083 0.0 0.0 0.0
H 0.79926 2.84951 -7.11460 0.0 0.0 0.0
H 0.22094 0.50936 -6.41424 0.0 0.0 0.0
H -0.55489 1.69793 -5.37639 0.0 0.0 0.0
H 1.98235 0.11547 -4.74274 0.0 0.0 0.0
H 0.41134 -0.04431 -3.94198 0.0 0.0 0.0
N -2.09435 1.72728 -0.13745 0.0 0.0 -0.2
C -3.22034 1.95811 0.74059 0.1 -0.1 -0.1
C -3.71172 0.90405 1.48970 -0.1 0.1 0.0
C -4.77361 1.12719 2.35521 -0.1 0.0 0.1
C -5.34187 2.38479 2.47448 0.3 -0.1 -0.3
C -4.83013 3.42856 1.70956 -0.2 0.1 0.1
C -3.77280 3.22686 0.84237 0.1 -0.1 0.1
S -6.72313 2.67287 3.57544 0.0 0.0 0.3
O -6.99635 1.35865 4.13792 0.0 0.1 0.0
O -7.76115 3.19543 2.70550 -0.1 0.0 -0.1
O -6.18831 3.64467 4.51832 -0.1 -0.1 0.0
H -2.10166 2.36556 -0.92784 -0.2 0.0 0.1
H -2.09984 0.77492 -0.50069 -0.1 0.1 0.0
H -3.27460 -0.08191 1.39525 0.0 -0.1 0.0
H -5.19010 0.32710 2.95126 0.0 0.0 0.0
H -5.28080 4.40814 1.80226 0.0 0.0 0.0
H -3.36823 4.04296 0.25813 0.0 0.1 0.0
```
Forces are in eV/Å.

Molecular formula: C32H42Cl2NPdSSi4
Method: DFT, ωB97M-V/def2-TZVPD

Values from the calculation:
ΔE to the lowest compared entry with this formula, charge and spin, eV: 1.992
LUMO, eV: -4.9
Charge: +1
Gap between HOMO and LUMO, Eh: 0.2203
HOMO, eV: -10.9

XYZ file:
```
83
Properties=species:S:1:pos:R:3:forces:R:3
Pd -0.17902 -0.16573 -0.70313 -0.4 0.2 -0.4
C -3.93857 -0.12057 2.43283 -0.2 0.0 0.1
Si -2.34366 0.58510 1.75468 -0.1 -0.3 -0.3
C -1.47272 1.27800 3.23375 0.1 0.1 0.3
C -2.77422 1.91561 0.50591 -0.1 0.0 -0.1
C -1.51795 -0.90039 0.88641 1.2 0.1 -0.5
Si -0.55220 -2.10146 2.04595 -0.6 0.2 0.0
C 1.01435 -1.41466 2.75625 0.2 0.2 0.1
C -1.64788 -2.41015 3.52901 -0.1 -0.1 0.2
C -0.27903 -3.74580 1.20928 0.1 -0.2 -0.1
Si -2.81990 -1.77983 -0.21449 0.1 0.1 0.6
C -4.11298 -0.69242 -0.98980 -0.2 0.2 0.0
C -3.64809 -3.13953 0.73951 -0.2 -0.2 0.1
C -2.00544 -2.46975 -1.72878 0.2 -0.1 -0.4
C -2.25256 -3.73684 -2.24110 0.1 0.0 -0.1
C -1.79315 -4.05913 -3.50983 0.0 0.0 0.0
C -1.11850 -3.09305 -4.23299 0.0 0.0 0.0
C -0.89271 -1.85862 -3.64864 0.1 0.2 0.1
N -1.31161 -1.53864 -2.42320 -0.1 -0.3 0.0
H -4.46927 0.70456 2.91882 0.0 0.0 0.0
H -3.76526 -0.89126 3.18172 0.0 0.1 0.0
H -4.59867 -0.52858 1.67131 -0.1 0.0 0.1
H -2.02834 2.16802 3.54485 0.0 0.0 0.0
H -0.44246 1.56563 3.07004 0.1 0.1 0.0
H -1.49484 0.56908 4.06442 0.0 0.1 0.0
H -2.55399 2.90654 0.90314 0.0 0.0 0.0
H -3.83895 1.86876 0.27646 0.0 0.0 0.0
H -2.24370 1.83519 -0.44629 -0.1 0.0 0.0
H 0.81645 -0.55873 3.40421 0.0 0.0 0.0
H 1.73981 -1.13102 2.00154 0.1 0.0 0.1
H 1.46374 -2.20125 3.37017 0.0 0.0 0.0
H -1.80956 -1.50922 4.12234 0.0 -0.1 0.0
H -1.14755 -3.13952 4.17363 0.0 0.0 0.0
H -2.61781 -2.82386 3.25737 0.0 0.0 0.1
H -0.28546 -3.70968 0.11945 0.0 0.0 0.0
H -1.05264 -4.45141 1.51998 0.1 0.0 0.0
H 0.68688 -4.15546 1.51308 0.0 0.0 0.0
H -4.74843 -0.16425 -0.28364 0.0 0.0 -0.1
H -4.75398 -1.35468 -1.57928 0.0 0.0 0.0
H -3.67563 0.03828 -1.67080 0.0 0.0 0.0
H -4.00230 -2.79138 1.70898 -0.1 0.0 -0.1
H -2.99192 -3.99383 0.90767 -0.1 0.0 0.0
H -4.52214 -3.47348 0.17387 0.0 0.0 0.0
H -2.79874 -4.46312 -1.65277 0.0 0.0 0.0
H -1.96234 -5.04313 -3.92733 0.0 0.0 0.0
H -0.76118 -3.28547 -5.23496 0.0 0.0 0.0
H -0.34314 -1.09622 -4.18612 0.0 0.0 0.0
Cl 1.36284 0.58361 -2.86394 -0.1 0.0 0.2
C 2.90498 -0.09262 -2.38438 -0.1 -0.1 -0.1
C 4.02152 0.34516 -3.06622 0.0 -0.1 0.0
C 5.25934 -0.15229 -2.69576 0.0 0.0 0.0
C 5.36088 -1.04738 -1.64462 0.0 -0.1 -0.1
C 4.22560 -1.44541 -0.96194 0.1 -0.3 -0.1
Cl 4.41842 -2.54716 0.36089 -0.1 0.1 0.0
C 2.95127 -0.99479 -1.32363 -0.1 -0.2 -0.2
S 1.54757 -1.67086 -0.52246 -0.1 0.2 0.2
H 3.92039 1.05986 -3.87100 0.0 0.0 0.0
H 6.14832 0.17028 -3.22020 0.0 0.0 0.0
H 6.32140 -1.43622 -1.33703 0.0 0.0 0.0
C -1.19377 5.50009 -0.45517 0.0 0.0 0.0
C -0.93382 4.63614 -1.51211 0.0 0.0 0.1
C -0.29641 3.42964 -1.27337 0.0 0.0 0.0
C 0.08053 3.06203 0.02338 -0.2 0.3 -0.2
C -0.18659 3.94332 1.07804 0.0 0.1 -0.2
C -0.81414 5.15866 0.83559 0.0 -0.1 0.0
Si 1.05931 1.55752 0.41223 0.3 -0.5 0.3
C 2.82528 1.80752 -0.02587 0.3 0.0 -0.1
C 3.24599 2.81801 -0.89827 0.0 0.1 0.1
C 4.59355 3.10672 -1.04324 0.0 0.0 0.0
C 5.54040 2.38082 -0.33105 0.0 0.0 0.0
C 5.14209 1.36631 0.52812 -0.1 0.1 0.1
C 3.79199 1.08277 0.68078 0.1 0.3 0.1
H -1.68742 6.44502 -0.64046 0.0 0.0 0.0
H -1.22526 4.90678 -2.51839 0.0 0.0 0.0
H -0.09662 2.76776 -2.10937 0.0 0.0 0.0
H 0.10272 3.69090 2.08989 0.0 0.0 0.1
H -1.00840 5.83761 1.65559 0.0 0.0 0.0
H 1.07763 1.25485 1.83790 -0.1 -0.1 0.2
H 2.51781 3.41079 -1.44019 0.0 0.0 0.0
H 4.90800 3.90456 -1.70357 0.0 0.0 0.0
H 6.59214 2.61240 -0.44144 0.0 0.0 0.0
H 5.87951 0.80525 1.08767 0.0 0.0 0.0
H 3.49017 0.29971 1.37015 0.0 0.0 0.0
```
Forces are in eV/Å.

Molecular formula: C32H42CrN6P2S3
Method: DFT, ωB97M-V/def2-TZVPD

Values from the calculation:
ΔE to the lowest compared entry with this formula, charge and spin, eV: 2.376
2S+1: 4
LUMO (spin up / spin down), eV: -3.8 / -4.1
Charge: +1
Gap between HOMO and LUMO (spin up / spin down), Eh: 0.1918 / 0.1878
HOMO (spin up / spin down), eV: -9.0 / -9.2

XYZ file:
```
86
Properties=species:S:1:pos:R:3:forces:R:3
Cr 0.23330 0.44630 0.09660 1.6 1.1 -0.9
C -1.25200 0.69470 4.12510 0.2 -0.1 -0.2
C -1.00990 0.52960 2.65620 2.2 0.0 0.3
N 0.16500 0.42310 2.06030 -1.3 -0.1 2.1
N 1.30130 0.26460 2.80340 0.0 0.6 1.1
C 2.37640 -0.37360 2.30380 0.3 -0.7 -0.8
N 3.45450 -0.51920 3.08690 -0.3 0.2 0.2
S 2.33450 -1.04580 0.76840 0.1 0.1 0.1
C -2.10610 0.48840 1.74800 -1.5 0.0 -1.4
C -3.43660 0.75520 2.12050 1.0 -0.2 0.2
C -4.43570 0.71100 1.18030 0.0 -0.1 -0.8
C -4.08890 0.41210 -0.14060 -0.4 0.1 0.8
C -2.77210 0.15000 -0.43850 0.3 0.0 -0.2
N -1.77860 0.18160 0.45570 -1.4 0.1 0.9
H -0.36600 0.54950 4.73530 0.0 0.0 0.0
H -2.00280 -0.01750 4.45860 -0.1 -0.1 0.0
H -1.63360 1.69790 4.31840 0.0 0.1 0.0
H 1.30910 0.57580 3.77290 -0.1 0.0 -0.4
H 3.53410 -0.10280 4.00050 0.0 0.0 0.0
H 4.26390 -0.98000 2.70410 -0.1 0.1 0.0
H -3.66380 1.01370 3.14220 0.0 0.0 0.1
H -5.46080 0.91960 1.44910 0.0 0.0 0.0
H -4.83670 0.40070 -0.91610 0.0 -0.1 -0.1
H -2.48690 -0.07680 -1.45600 -0.1 0.1 0.0
S -0.80120 2.56870 -0.20070 -0.2 -0.5 -0.1
C 0.32420 3.71200 0.45630 0.5 0.3 0.1
C -0.11510 4.94280 0.93340 0.0 -0.2 0.0
C 0.79180 5.83860 1.46270 0.1 0.1 0.0
C 2.14760 5.53230 1.48600 0.0 0.1 0.0
C 2.59750 4.32410 0.99080 -0.1 -0.2 -0.1
C 1.68510 3.39050 0.50420 -0.5 0.4 -0.1
S 2.19440 1.80980 -0.00680 0.0 -0.4 0.0
H -1.16850 5.17450 0.90910 -0.1 0.1 0.0
H 0.43650 6.78050 1.85150 0.0 0.1 0.0
H 2.85210 6.23660 1.90120 0.1 0.1 0.0
H 3.64890 4.07870 0.97640 0.1 0.0 0.1
C -2.22100 -2.81250 1.20910 0.1 0.1 -0.1
P -0.63640 -2.47860 0.32540 0.0 -0.7 0.2
C -1.28300 -2.54010 -1.40130 0.0 -0.1 0.1
N -2.14080 -3.50090 -1.62280 -0.2 -0.2 0.0
C -2.76550 -3.57750 -2.81210 0.1 0.5 -0.5
C -3.70540 -4.59740 -3.06230 -0.2 0.0 -0.2
C -4.40240 -4.59330 -4.24000 0.1 -0.2 0.4
C -4.19770 -3.58100 -5.19500 0.2 0.3 -0.2
C -3.27630 -2.59020 -4.98980 -0.2 -0.2 -0.1
C -2.52360 -2.57870 -3.79830 -0.2 -0.5 0.5
N -1.60840 -1.61920 -3.56470 -0.1 0.1 -0.2
C -0.97250 -1.59130 -2.41940 -0.1 0.0 -0.3
P 0.16880 -0.14490 -2.24320 0.3 -0.1 -1.1
C -0.66880 1.07890 -3.31240 -0.1 -0.1 0.2
C 1.65590 -0.61680 -3.32240 0.1 0.0 0.2
C 2.35090 -1.82220 -2.69680 -0.2 0.1 0.0
C 2.61800 0.57010 -3.32210 0.0 0.0 0.2
C 1.23400 -0.95100 -4.75180 -0.2 -0.1 0.2
C 0.17960 -4.20590 0.50010 0.0 0.3 0.0
C 1.07140 -4.12270 1.73920 0.0 0.1 -0.1
C 1.03900 -4.46660 -0.73060 -0.1 0.1 0.1
C -0.82200 -5.34230 0.66960 0.0 0.1 -0.1
H -1.98700 -3.10330 2.23210 0.0 -0.1 0.1
H -2.75470 -3.60920 0.69790 -0.1 0.0 0.1
H -2.85000 -1.92740 1.24350 0.0 0.0 0.0
H -3.85990 -5.35150 -2.30560 0.0 -0.1 0.1
H -5.13260 -5.36640 -4.43440 0.0 0.0 0.0
H -4.77690 -3.59810 -6.10710 0.0 0.0 0.0
H -3.12040 -1.80680 -5.71350 0.1 0.1 -0.1
H -1.10350 0.55880 -4.16440 0.1 0.1 0.0
H 0.05790 1.82010 -3.64260 0.0 0.0 0.1
H -1.44320 1.59500 -2.74540 0.1 0.0 -0.1
H 2.54600 -1.64490 -1.63950 0.1 -0.1 -0.1
H 3.30730 -1.99780 -3.18740 0.0 0.0 -0.1
H 1.74090 -2.71490 -2.81170 0.0 -0.1 0.1
H 2.89650 0.84210 -2.30520 0.1 0.1 -0.1
H 2.19580 1.44320 -3.81400 0.0 0.1 0.0
H 3.52690 0.29930 -3.85590 0.1 -0.1 -0.1
H 0.48340 -1.73840 -4.77490 0.0 0.0 -0.1
H 2.10440 -1.30350 -5.30370 0.1 0.0 0.0
H 0.84150 -0.08130 -5.27120 -0.1 0.1 -0.1
H 1.87500 -3.40660 1.58630 0.0 0.0 0.1
H 1.52350 -5.09130 1.93980 0.0 -0.2 0.1
H 0.49490 -3.82400 2.61430 0.0 0.0 0.2
H 1.79050 -3.68840 -0.83290 0.1 0.0 -0.1
H 0.42460 -4.51180 -1.62950 0.1 0.0 -0.1
H 1.55020 -5.42170 -0.62540 0.1 -0.1 0.0
H -1.32270 -5.29780 1.63220 -0.1 0.0 0.1
H -0.28220 -6.28590 0.62570 0.1 -0.1 0.0
H -1.55580 -5.33770 -0.13060 -0.1 -0.1 0.0
```
Forces are in eV/Å.

Among the records above, which one has the lowest ΔE to the lowest compared entry with this formula, charge and spin?
C32H41N5NiO10P2S3

ΔE to the lowest compared entry with this formula, charge and spin of number 2 (C32H42Cl2NPdSSi4)?
1.992 eV

The lowest ΔE to the lowest compared entry with this formula, charge and spin belongs to which entry?
C32H41N5NiO10P2S3

Which value of ΔE to the lowest compared entry with this formula, charge and spin does entry 2 give?
1.992 eV